Below is a structure of composition C29H23AsCl5IrO, with properties calculated with ωB97M-V with the def2-TZVPD basis set.

- E: -5834.76858 Eh
- Largest force on an atom: 0.94 eV Å⁻¹
- Spin multiplicity: 6
- E_HOMO (spin up / spin down): -9.7 / -11.4 eV
- LUMO energy (spin up / spin down): -2.8 / -6.1 eV
- Total charge: +1
- <S²>: 8.80

Geometry as XYZ:
```
60
C29H23AsCl5IrO ωB97M-V with the def2-TZVPD basis set
Ir -0.8706 -0.7236 1.6061
Cl -6.6887 -0.9576 -2.7184
C -5.3145 -0.4758 -1.8700
C -4.5277 -1.4671 -1.2042
Cl -4.9709 -3.1112 -1.2963
C -3.4285 -1.0863 -0.5038
Cl -2.4656 -2.2615 0.3255
C -3.0104 0.3000 -0.4429
O -1.9944 0.6626 0.1622
C -3.8284 1.2778 -1.1456
Cl -3.3355 2.8915 -1.0660
C -4.9620 0.8906 -1.8209
Cl -5.9423 2.0491 -2.6003
C 5.7941 0.0741 -0.5972
C 5.0681 1.1827 -0.1818
C 3.7064 1.0695 0.0515
C 3.0755 -0.1548 -0.1486
C 3.7953 -1.2706 -0.5512
C 5.1614 -1.1480 -0.7756
As 1.1505 -0.2035 0.0581
C 0.6559 -1.8698 -0.8024
C 0.7816 -3.1530 -0.2849
C 0.3104 -4.2303 -1.0233
C -0.2935 -4.0125 -2.2576
C -0.4303 -2.7281 -2.7654
C 0.0442 -1.6416 -2.0385
C -0.0388 -0.2195 -2.4432
C -0.6237 0.2603 -3.6105
C -0.6372 1.6253 -3.8664
C -0.0743 2.5189 -2.9639
C 0.4969 2.0507 -1.7870
C 0.5169 0.6883 -1.5399
H 6.8578 0.1632 -0.7790
H 5.5625 2.1347 -0.0361
H 3.1435 1.9311 0.3896
H 3.3082 -2.2241 -0.7002
H 5.7294 -2.0123 -1.0952
H 1.2415 -3.3139 0.6829
H 0.4135 -5.2371 -0.6389
H -0.6587 -4.8552 -2.8311
H -0.9010 -2.5803 -3.7306
H -1.0575 -0.4251 -4.3293
H -1.0848 1.9944 -4.7808
H -0.0869 3.5808 -3.1738
H 0.9137 2.7486 -1.0718
C -0.2785 1.3009 5.5169
C -0.1390 1.2087 3.9935
C 1.3565 1.1155 3.6443
C -0.7145 2.4827 3.3517
C -0.9209 0.0116 3.5057
H 0.2122 2.2035 5.8900
H 0.1822 0.4375 6.0019
H -1.3301 1.3408 5.8097
H 1.9088 1.8985 4.1695
H 1.5203 1.2582 2.5748
H 1.7756 0.1490 3.9314
H -0.1297 3.3550 3.6593
H -1.7520 2.6408 3.6544
H -0.6849 2.4119 2.2604
H -1.5070 -0.5460 4.2329
```

---

Below is a cluster of 2 separate species, C29H23Br2NO2S in total at a distorted geometry, with properties calculated with ωB97M-V with the def2-TZVPD basis set.

- E: -6870.24693 Eh
- Largest force on an atom: 2.32 eV Å⁻¹
- SMILES string: COc1ccc(C=C2C=C(Br)C(=O)C(Br)=C2)cc1.CN1/C(=C/c2ccccc2)Sc2ccccc21
- Energy relative to the best compared isomer or geometry (same formula, charge and spin): 0.0 kJ/mol
- E_HOMO: -6.8 eV
- LUMO energy: -1.1 eV

Geometry as XYZ:
```
58
C29H23Br2NO2S ωB97M-V with the def2-TZVPD basis set
C -2.6254 -3.9707 -5.8614
O -1.5595 -3.0534 -5.5287
C -1.3543 -2.7228 -4.2277
C -2.0334 -3.3116 -3.1289
C -1.7674 -2.8718 -1.8445
C -0.8808 -1.7831 -1.5891
C -0.7255 -1.1622 -0.3123
C -1.6613 -1.2565 0.7275
C -1.2835 -1.1270 2.1148
C -2.1073 -1.5349 3.1231
Br -1.5525 -1.4228 4.9244
C -3.4496 -2.1428 2.8516
O -4.1386 -2.6828 3.7177
C -3.8802 -2.0350 1.4274
Br -5.6180 -2.6413 0.9986
C -3.0399 -1.5712 0.4603
C -0.1148 -1.3289 -2.6966
C -0.3854 -1.7190 -3.9790
H -2.6875 -3.9041 -6.9473
H -2.3723 -4.9957 -5.5574
H -3.5820 -3.6734 -5.4100
H -2.7648 -4.1049 -3.3065
H -2.2735 -3.3793 -1.0242
H 0.2315 -0.6976 -0.0944
H -0.2927 -0.7391 2.3674
H -3.4156 -1.5039 -0.5578
H 0.6731 -0.6064 -2.5112
H 0.1340 -1.2856 -4.8325
C -0.2600 3.5961 1.4119
N 0.5983 2.5798 2.0217
C 0.9895 2.6046 3.3618
C 1.8787 1.5635 3.6614
C 2.5009 1.5162 4.9051
C 2.1424 2.4594 5.8727
C 1.2183 3.4772 5.5805
C 0.6671 3.5849 4.3007
S 2.1253 0.4991 2.2905
C 1.1154 1.5494 1.2839
C 0.9183 1.4334 -0.0955
C 2.0055 1.4448 -1.0409
C 3.3650 1.5153 -0.6485
C 4.3812 1.2869 -1.5720
C 4.0791 0.9817 -2.9061
C 2.7416 1.0002 -3.3289
C 1.7340 1.3530 -2.4335
H 0.0350 3.7764 0.3729
H -1.3103 3.2743 1.4379
H -0.1587 4.5352 1.9612
H 3.2551 0.7535 5.0804
H 2.5927 2.4137 6.8626
H 0.9409 4.1959 6.3507
H -0.0031 4.3980 4.0210
H -0.1091 1.4813 -0.4703
H 3.5999 1.7026 0.3973
H 5.4221 1.3252 -1.2511
H 4.8785 0.7240 -3.6026
H 2.4870 0.7281 -4.3554
H 0.6965 1.4738 -2.7724
```

---

Below is a structure of composition C29H24Br2N7O2Y at a distorted geometry, with properties calculated with ωB97M-V with the def2-TZVPD basis set.

- E: -6839.20505 Eh
- Largest force on an atom: 1.31 eV Å⁻¹
- Energy relative to the best compared isomer or geometry (same formula, charge and spin): 84.0 kJ/mol
- E_HOMO: -11.9 eV
- LUMO energy: -6.3 eV
- Total charge: +2

Geometry as XYZ:
```
65
C29H24Br2N7O2Y ωB97M-V with the def2-TZVPD basis set
Y -0.0865 0.0608 -0.5265
C 6.1707 -5.3153 -3.0877
O 5.3737 -4.8971 -1.9822
C 4.2284 -5.5654 -1.7396
C 3.7553 -6.6246 -2.5069
C 2.5293 -7.1998 -2.1938
C 1.7471 -6.6951 -1.1679
C 2.2682 -5.6899 -0.3471
C 3.4963 -5.1377 -0.6259
N 0.4549 -7.2823 -1.0421
N -0.5149 -6.6872 -0.5461
C -0.6704 -5.2738 -0.4229
C -1.4612 -4.8685 0.6143
C -1.7364 -3.5089 0.8693
C -1.1875 -2.5188 0.1108
O -1.4265 -1.2006 0.3039
C -0.3337 -2.9135 -0.9699
N 0.2929 -1.9133 -1.6903
C 0.9054 -2.2282 -2.8222
C 0.9148 -3.5185 -3.3384
C 0.3718 -4.5343 -2.5910
C -0.1914 -4.2714 -1.3262
H 7.0010 -4.6189 -3.1343
H 5.6043 -5.2709 -4.0194
H 6.5512 -6.3257 -2.9334
H 4.3359 -7.0171 -3.3289
H 2.1412 -8.0309 -2.7707
H 1.7171 -5.3732 0.5303
H 3.9264 -4.3690 0.0038
H -1.8711 -5.6359 1.2593
H -2.4091 -3.2308 1.6719
H 1.3953 -1.4196 -3.3550
H 1.3575 -3.7117 -4.3055
H 0.3551 -5.5401 -2.9879
Br 0.7701 1.8089 6.1522
C 0.6207 1.2719 4.3785
C 0.4428 -0.0639 4.0589
C 0.3514 -0.4055 2.7266
N 0.4338 0.4921 1.7361
C 0.6128 1.7899 2.0519
C 0.7113 2.2143 3.3601
C 0.8090 2.7274 0.9013
C 0.8055 4.1016 1.0543
C 1.1372 4.9017 -0.0297
Br 1.1223 6.7524 0.1379
C 1.4965 4.3074 -1.2324
C 1.4272 2.9359 -1.3141
N 1.0627 2.1485 -0.2909
H 0.3825 -0.8201 4.8281
H 0.2113 -1.4394 2.4368
H 0.8865 3.2504 3.6067
H 0.5422 4.5597 1.9961
H 1.8152 4.9033 -2.0757
H 1.6975 2.4294 -2.2332
C -1.5176 0.3122 -5.8297
N -0.8719 1.2657 -4.9046
C -0.1578 2.4217 -5.4767
C -0.8750 1.0549 -3.6311
N -0.8879 0.9117 -2.4747
H -2.1220 0.8727 -6.5388
H -2.1578 -0.3676 -5.2748
H -0.7601 -0.2531 -6.3699
H -0.8284 2.9472 -6.1530
H 0.7160 2.0814 -6.0300
H 0.1473 3.0985 -4.6830
```